w | 16
Properties=species:S:1:pos:R:3 method="wB97M-V/def2-TZVPD" smiles="CC1(C)CNC1=O" e_lumo_ev=0.85
C 1.41887 0.74774 -0.03859
C 0.13901 -0.07487 0.10782
C 0.31348 -1.22482 1.09462
C -1.13205 0.82638 0.16875
N -1.36384 0.48319 -1.23732
C -0.43529 -0.52827 -1.26199
O -0.24336 -1.43826 -2.03061
H 2.26715 0.12094 -0.33956
H 1.66893 1.21381 0.92013
H 1.28316 1.54043 -0.78287
H 0.64037 -0.88916 2.08583
H 1.09964 -1.87998 0.70315
H -0.58561 -1.84238 1.21738
H -1.90115 0.45810 0.85554
H -0.98496 1.89584 0.35503
H -2.18436 0.59130 -1.81734

---

x | 16
Properties=species:S:1:pos:R:3 method="wB97M-V/def2-TZVPD" smiles=Cc1cc[nH]c1.O e_lumo_ev=0.86
C -1.49947 0.57542 -1.53698
C -0.79797 0.00606 -0.35551
C -0.28421 -1.26115 -0.24712
N 0.30188 -1.39979 0.99414
C 0.16806 -0.21508 1.67981
C -0.53835 0.65103 0.89513
H -1.56051 1.66708 -1.54760
H -2.51834 0.21018 -1.68402
H -0.98938 0.35419 -2.48396
H -0.14291 -2.00677 -1.00931
H 1.07092 -2.02521 1.16317
H 0.61289 -0.08538 2.65096
H -0.89964 1.62061 1.19085
H 1.46332 0.47050 -0.92204
H 2.36383 1.32769 -0.03720
O 2.10520 1.19789 -0.95755

---

y | 16
Properties=species:S:1:pos:R:3 method="wB97M-V/def2-TZVPD" smiles=N[C@]12CCO[C@@H]1C2 e_lumo_ev=1.01
C 0.34812 -0.44997 -0.59891
C 0.46780 -0.96426 0.80622
C -0.63890 -0.03423 1.54094
C 0.36673 1.04914 -0.04899
C 0.86214 0.79477 -1.42313
H -1.70866 -0.20401 -0.64178
H -1.07249 -0.72300 -2.14901
H 0.19640 -2.05031 0.87133
H 1.48577 -0.87660 1.23034
H -1.57785 -0.51220 1.64948
H -0.28378 0.35303 2.50858
H 1.23602 1.29950 0.51343
H 1.90012 1.05967 -1.56321
H 0.26557 0.96162 -2.29374
N -0.96617 -0.81349 -1.06981
O -0.88082 1.11036 0.66826

---

Which structure is most stable? w, by 2.9 kcal/mol over the runner-up.

---

w | 19
Properties=species:S:1:pos:R:3 method="wB97M-V/def2-TZVPD" smiles=CCC.CC e_lumo_ev=1.07
C -0.04395 -2.62196 0.36240
C 1.09431 -2.10345 1.40024
C -0.79685 -1.28669 0.15385
H -0.77908 -3.32731 0.94154
H 0.09270 -3.20513 -0.59354
H 1.74373 -2.91711 1.67518
H 1.74033 -1.47092 0.82234
H -1.60876 -1.34992 -0.63226
H -0.20755 -0.46855 -0.27822
H 0.44273 -1.76302 2.15493
H -1.04878 -0.83618 1.18676
C -0.62715 2.39483 -1.28656
C 0.55417 2.99977 -0.54131
H -0.32119 1.48075 -1.71005
H -1.50986 2.12782 -0.50848
H -1.24651 2.99770 -2.09187
H 1.48228 2.73508 -1.08995
H 0.63784 2.55610 0.42878
H 0.40160 4.05821 -0.39379

---

x | 19
Properties=species:S:1:pos:R:3 method="wB97M-V/def2-TZVPD" smiles=CCC.CC e_lumo_ev=1.13
C 0.37670 -0.65634 -1.71532
C 0.81126 -0.65621 -3.18450
H -0.46386 0.01369 -1.54778
H -0.04448 -1.63003 -1.43639
H 1.19067 -0.33699 -1.07626
H 0.31818 -1.41744 -3.79164
H 1.88068 -0.86146 -3.28512
H 0.72992 0.33403 -3.61815
C -0.86947 0.15656 1.51169
C 0.13723 -0.42418 2.50374
C -0.57119 1.58526 1.07587
H -0.97726 -0.54277 0.68156
H -1.86810 0.07906 1.94953
H -0.23876 -0.33287 3.52148
H 1.09951 0.10338 2.54262
H 0.39857 1.62285 0.57357
H -1.38832 1.96160 0.47066
H 0.29171 -1.49508 2.36933
H -0.44529 2.20703 1.96555

---

Which structure is most stable? x, by 30.5 kcal/mol over the runner-up.

---

w | 19
Properties=species:S:1:pos:R:3 method="wB97M-V/def2-TZVPD" smiles=CCC.CC e_lumo_ev=1.12
C 0.58366 0.86442 -1.03796
C 1.63035 0.61864 -2.16677
C 0.20520 2.34968 -0.85564
H 1.05296 0.38061 -0.17737
H -0.35256 0.31620 -1.14297
H 1.22066 0.01989 -2.98123
H 1.84303 1.58216 -2.62343
H 0.68955 2.68739 0.06351
H -0.87295 2.46671 -0.79617
H 2.54312 0.17312 -1.78945
H 0.55605 3.05132 -1.61420
C -1.73548 -1.96040 1.47273
C -0.48520 -1.75510 2.31013
H -1.65449 -1.51070 0.48010
H -2.09928 -2.97693 1.35380
H -2.54766 -1.36146 1.90061
H -0.73463 -1.42820 3.32087
H 0.01057 -0.88469 1.88120
H 0.14710 -2.63266 2.40223

---

x | 19
Properties=species:S:1:pos:R:3 method="wB97M-V/def2-TZVPD" smiles=CCC.CC e_lumo_ev=1.15
C -1.12855 0.56437 2.53933
C 0.14613 -0.06613 3.10855
H -1.28291 0.22876 1.51901
H -2.02795 0.34909 3.11752
H -1.02482 1.64672 2.60609
H 0.05764 -1.01557 3.62454
H 0.91915 -0.15684 2.34255
H 0.56270 0.59610 3.87845
C 0.76264 -0.09811 -1.55880
C -0.68527 -0.56416 -1.43504
C 1.08182 0.08468 -3.02958
H 0.89328 0.76898 -0.90949
H 1.42909 -0.78072 -1.02170
H -0.79875 -1.59181 -1.76050
H 1.07551 -0.86191 -3.57508
H 0.52033 0.85660 -3.55375
H -1.35011 -0.06383 -2.16219
H -1.26643 -0.31783 -0.54608
H 2.11650 0.42160 -3.18384

---

y | 19
Properties=species:S:1:pos:R:3 method="wB97M-V/def2-TZVPD" smiles=CCC.CC e_lumo_ev=1.03
C 1.72274 0.94166 0.37213
C 0.58369 1.98665 0.59701
C 2.43033 1.33312 -0.85223
H 2.31716 1.01410 1.33885
H 1.31521 -0.09166 0.36345
H -0.31114 1.67881 -0.07611
H 0.83247 3.04247 0.64882
H 1.69141 1.90087 -1.38427
H 3.23683 2.01903 -0.51211
H 0.13724 1.90036 1.53886
H 2.69046 0.53563 -1.57548
C -2.41354 -2.13818 -0.76267
C -1.72260 -2.07970 0.72879
H -1.97060 -2.82702 -1.41532
H -3.44621 -2.13320 -0.69384
H -2.34765 -1.26988 -1.37854
H -0.90458 -1.28885 0.83247
H -1.40324 -3.08902 0.97697
H -2.43799 -1.43521 1.25321

---

z | 19
Properties=species:S:1:pos:R:3 method="wB97M-V/def2-TZVPD" smiles=CCC.CC e_lumo_ev=1.11
C -0.82693 1.97785 -0.28675
C -0.34675 2.76904 -1.54738
H -1.85564 1.64124 -0.37794
H -0.02185 1.31528 0.07813
H -0.82581 2.63330 0.59411
H 0.69020 2.55130 -1.73070
H -0.69294 3.78893 -1.52962
H -0.87752 2.27766 -2.37866
C 0.54502 -1.05035 0.91767
C 0.31342 -1.54969 -0.55648
C 0.50890 -2.34988 1.67900
H 1.34544 -0.32156 0.96790
H -0.30167 -0.36501 1.08425
H 0.33228 -0.74241 -1.29314
H 1.49640 -2.86382 1.64991
H 0.23086 -2.16419 2.72659
H -0.04238 -3.24040 1.36453
H 1.02684 -2.34253 -0.76512
H -0.69786 -1.96475 -0.59631

---

Which structure is most stable? x, by 2.8 kcal/mol over the runner-up.

---

w | 19
Properties=species:S:1:pos:R:3 method="wB97M-V/def2-TZVPD" smiles=CCC.CC e_lumo_ev=1.12
C -1.43075 1.27798 -1.66275
C -1.14235 1.01190 -3.14507
H -0.57800 1.19181 -1.00699
H -1.72953 2.32848 -1.54304
H -2.28603 0.75519 -1.22917
H -0.31711 1.67690 -3.40188
H -1.99084 1.31613 -3.75232
H -0.86673 -0.03427 -3.25654
C 1.41298 -1.10174 1.32038
C 1.44151 -1.18752 2.86059
C 0.11986 -0.33579 0.89704
H 2.28262 -0.50099 1.07042
H 1.21749 -2.08078 0.89326
H 0.49727 -1.55498 3.26502
H 1.71752 -0.23165 3.30011
H 0.23416 -0.09883 -0.14990
H -0.68290 -1.06665 0.96025
H 2.18063 -1.94585 3.13308
H -0.07980 0.58067 1.44750

---

x | 19
Properties=species:S:1:pos:R:3 method="wB97M-V/def2-TZVPD" smiles=CCC.CC e_lumo_ev=1.15
C 1.82523 1.16901 -0.48378
C 1.42895 2.58477 -0.07833
C 0.75988 0.38869 -1.25921
H 2.12713 0.59376 0.38817
H 2.70594 1.23193 -1.12915
H 1.88154 2.83264 0.88136
H 1.82867 3.38004 -0.73048
H -0.23385 0.84394 -1.24486
H 0.35481 2.76776 0.00947
H 0.60024 -0.61071 -0.83697
H 1.02433 0.23769 -2.30213
C -2.11036 -1.28656 1.05876
C -1.43428 -2.54661 0.52586
H -2.34102 -0.45708 0.38183
H -3.03885 -1.56786 1.56444
H -1.54660 -0.79572 1.86618
H -2.18220 -3.33285 0.44388
H -0.83861 -2.47465 -0.37822
H -0.81096 -2.95819 1.32316

---

Which structure is most stable? x, by 2.5 kcal/mol over the runner-up.

---

w | 19
Properties=species:S:1:pos:R:3 method="wB97M-V/def2-TZVPD" smiles=CCC.CC e_lumo_ev=1.15
C -0.44749 2.14668 1.09883
C -1.95860 2.02159 1.17952
H 0.06573 1.66542 1.93555
H -0.08278 1.62222 0.20224
H -0.12950 3.18607 1.05545
H -2.26420 0.97333 1.06633
H -2.35606 2.31025 2.15154
H -2.48446 2.61976 0.44128
C 1.23491 -1.06698 -0.96120
C 1.52775 -2.29011 -0.10986
C -0.24588 -0.96305 -1.31485
H 1.52156 -0.16776 -0.41928
H 1.84248 -1.06961 -1.86099
H 1.02220 -2.23537 0.86333
H -0.54905 -1.75454 -1.99765
H -0.83806 -1.11423 -0.41284
H 2.58580 -2.48159 0.05964
H 1.12100 -3.19004 -0.58408
H -0.47664 0.00343 -1.76778

---

x | 19
Properties=species:S:1:pos:R:3 method="wB97M-V/def2-TZVPD" smiles=CCC.CC e_lumo_ev=1.13
C 0.79461 -0.30187 2.47663
C -0.44676 -1.16301 2.26157
H 1.73872 -0.86673 2.51389
H 1.00765 0.56104 1.84728
H 0.89956 0.01597 3.52448
H -0.99111 -0.63220 1.46550
H -0.32750 -2.18827 1.93880
H -0.99884 -1.32857 3.19599
C 0.34391 0.75244 -1.67773
C -0.96594 1.24165 -1.00534
C 0.17585 -0.37651 -2.70185
H 0.75537 1.64545 -2.15951
H 1.05128 0.42280 -0.91938
H -0.67057 1.25375 0.06831
H -0.64343 -0.12881 -3.37477
H 1.08679 -0.43746 -3.27656
H -1.78486 0.52838 -0.99582
H -1.17833 2.30488 -1.09529
H 0.15360 -1.30295 -2.08620

---

Which structure is most stable? w, by 23.0 kcal/mol over the runner-up.